1.
This record from OMol25 describes a molecular structure, C11H20BBr7ClCsFKN4NaO6S. The level of theory is ωB97M-V with the def2-TZVPD basis set.

```
! wB97M-V def2-TZVPD RIJCOSX def2/J DEFGRID3
* xyz 1 1
C -5.16 -0.30 -1.69
O -4.19 0.74 -2.00
B -2.93 0.26 -1.45
O -1.99 -0.40 -2.32
C -2.73 0.49 0.16
N -2.38 -0.75 0.84
C -2.29 -0.38 2.27
S -1.92 -1.61 3.60
C -2.60 1.17 2.37
Br -2.66 2.22 4.05
N -2.87 1.71 0.99
H -6.24 0.11 -1.57
H -4.95 -0.88 -0.71
H -5.11 -1.09 -2.54
H -2.20 -1.37 -2.24
H -2.25 -1.63 0.34
H -0.74 -1.22 4.22
H -3.12 2.65 0.67
C 1.19 -3.74 4.43
O 1.13 -2.52 4.35
N 2.35 -4.40 4.67
N 0.11 -4.54 4.28
H 2.42 -5.40 4.74
H 3.18 -3.84 4.79
H -0.77 -4.09 4.10
H 0.14 -5.54 4.34
F -4.63 0.38 1.43
Cl 0.09 -5.04 6.47
Na -0.60 2.02 1.24
K 1.55 -5.54 2.51
Br 6.98 0.19 3.20
C 5.87 -1.30 2.60
C 4.60 -1.40 3.41
Br 4.94 -2.19 5.15
H 6.49 -2.19 2.65
H 5.65 -1.07 1.55
H 3.89 -2.07 2.92
H 4.12 -0.43 3.58
C 0.86 0.43 -4.35
Br 1.79 1.94 -3.56
Br 0.53 0.70 -6.24
Br 1.79 -1.24 -4.01
H -0.11 0.36 -3.86
Br -6.31 -0.70 2.68
Cs 8.45 -1.68 3.46
C -0.81 4.90 -6.19
C 0.64 4.53 -6.18
O 1.28 5.77 -6.46
C 0.42 6.76 -6.08
O 0.71 7.92 -6.02
O -0.81 6.26 -5.78
H -1.40 4.29 -5.50
H -1.26 4.83 -7.18
H 0.98 4.17 -5.20
H 0.88 3.79 -6.94
*
```

- HOMO level: -6.021 eV

2.
This record from OMol25 describes a molecular structure, C5H10ErO3. The level of theory is ωB97M-V with the def2-TZVPD basis set.

```
! wB97M-V def2-TZVPD RIJCOSX def2/J DEFGRID3
* xyz 1 4
O 0.12 -1.53 0.04
Er -3.94 -0.61 2.77
O -1.84 -0.97 0.99
C -0.81 -0.67 0.42
O -0.51 0.52 -0.08
C 1.20 -1.85 0.92
C 2.20 -0.73 1.10
H 0.78 -2.17 1.88
H 1.67 -2.72 0.45
H 2.03 -0.24 2.07
H 3.22 -1.12 1.10
H 2.11 0.01 0.29
C -0.98 0.86 -1.39
C -0.74 2.33 -1.69
H -0.41 0.22 -2.06
H -2.05 0.60 -1.48
H 0.33 2.51 -1.87
H -1.07 2.96 -0.86
H -1.30 2.61 -2.59
*
```

- HOMO level (alpha / beta): -10.157 / -11.072 eV
- ⟨S²⟩: 3.753
- ΔE to the lowest compared entry with this formula, charge and spin: 0.5766 eV

3.
This record from OMol25 describes 19 unconnected molecules or ions with the total composition H39O19. The level of theory is ωB97M-V with the def2-TZVPD basis set.

```
! wB97M-V def2-TZVPD RIJCOSX def2/J DEFGRID3
* xyz 1 1
O -1.41 -1.26 -3.89
H 1.81 -0.06 -0.46
H -0.97 -1.72 -4.62
O 0.55 2.83 2.25
H 0.10 3.54 1.81
H 0.81 3.17 3.11
O -2.37 -3.05 0.88
H 0.28 0.35 1.79
H -2.98 -3.56 1.40
O 3.46 3.53 0.70
H 2.95 3.80 1.47
H 0.42 -3.32 -0.33
O -2.29 0.06 3.11
H -2.04 0.90 2.70
H -3.04 0.22 3.70
O -1.05 1.72 0.17
H -1.58 0.94 0.00
H -1.65 2.42 -0.10
O 1.70 -2.39 1.08
H 2.53 0.58 1.15
H 2.46 -2.45 1.67
O 2.08 0.16 0.43
H 1.94 -1.59 0.59
O -2.46 2.39 -3.12
H -1.89 2.88 -2.54
H -2.15 2.58 -4.01
O -3.80 2.06 -0.40
H -3.81 1.20 0.01
H -3.56 -0.86 -2.42
O 3.72 1.08 -2.04
H -2.46 -2.96 -0.07
H 3.98 1.87 -2.53
O 0.56 -4.22 0.05
H 0.07 -4.74 -0.60
H 2.90 1.50 -1.72
O 0.20 -0.35 2.45
H -4.04 2.12 -1.32
H -2.29 -1.27 -4.28
O 2.21 -0.72 4.41
H 3.12 -0.48 4.51
H 3.17 2.70 0.34
O -0.47 -2.92 2.60
H 0.01 -3.44 1.86
H -1.24 -2.99 1.91
O 2.33 3.59 -1.72
H 0.14 -1.64 -1.62
H 1.67 3.78 -1.05
O -0.54 -2.26 -1.33
H 3.19 3.81 -1.34
H -1.40 -1.84 -1.44
O -2.99 -0.24 -1.98
H -2.92 0.54 -2.55
H -0.15 -1.94 2.56
O 1.59 -0.87 -2.42
H 1.58 -0.30 -3.19
H 2.30 -1.50 -2.58
H -0.21 -0.13 3.28
H 1.93 -1.27 3.68
*
```

- HOMO level: -13.335 eV
- ΔE to the lowest compared entry with this formula, charge and spin: 2.7265 eV

no.,DFT total energy (eV)
1,-568296.09160
2,-39100.35330
3,-39528.29262